C3H17NO4 | wB97M-V/def2-TZVPD

Positions of all 25 atoms, in Å:
C: 1.297 2.204 1.228
C: 1.012 1.131 0.203
C: 1.413 -0.271 0.601
N: -0.390 1.065 -0.263
H: 1.564 1.906 2.240
H: 2.108 2.816 0.774
H: 0.479 2.961 1.296
H: 1.579 1.342 -0.752
H: 1.924 -0.936 -0.070
H: 2.130 -0.237 1.428
H: 0.566 -0.878 1.082
H: -0.802 1.947 -0.530
H: -1.020 0.574 0.394
H: -1.459 -0.253 2.241
H: -2.759 0.089 1.442
O: -2.028 0.467 1.945
H: 0.684 -2.112 -1.629
H: -0.402 -0.885 -1.328
O: -0.204 -1.832 -1.382
H: 0.806 -0.204 -3.478
H: 0.782 0.710 -2.337
O: 1.411 0.130 -2.799
H: -1.794 -3.134 0.809
H: -1.775 -2.091 -0.184
O: -1.992 -2.187 0.765

Atoms 1-3, force components in eV/Å:
C 0.26 2.08 -0.60
C -0.59 -0.59 -2.12
C -0.32 -1.27 2.87

For the HOMO-LUMO gap, the calculation gives 9.942 eV. As for the HOMO energy: -9.274 eV.

Löwdin population analysis, charges in e, atoms 1 to 4:
1 C -0.07
2 C -0.49
3 C -0.08
4 N 0.01

---

C3H17NO4 | wB97M-V/def2-TZVPD

Positions of all 25 atoms, in Å:
C: 0.428 -1.079 -1.720
C: 1.931 -1.696 -2.065
C: 2.001 -3.102 -2.437
N: 0.635 0.297 -1.169
H: -0.055 -1.759 -0.940
H: -0.200 -0.753 -2.635
H: 2.551 -1.366 -1.224
H: 2.066 -1.160 -2.942
H: 1.790 -3.372 -3.484
H: 1.302 -3.764 -1.895
H: 2.983 -3.469 -2.088
H: 1.512 0.714 -1.542
H: 0.698 0.516 -0.129
H: 2.390 3.414 3.355
H: 0.965 4.064 3.329
O: 1.889 4.136 3.093
H: -1.193 1.617 1.188
H: -2.062 0.260 1.237
O: -1.787 1.000 0.717
H: -3.436 2.561 -0.251
H: -3.980 3.721 -1.050
O: -4.195 3.260 -0.249
H: -1.765 -2.038 4.179
H: -2.331 -0.789 4.764
O: -2.136 -1.213 3.958

Atoms 1-3, force components in eV/Å:
C 1.20 0.65 0.71
C -3.79 1.80 1.18
C 0.17 -2.96 0.68

For the HOMO-LUMO gap, the calculation gives 8.834 eV. As for the HOMO energy: -8.572 eV.

Löwdin population analysis, charges in e, atoms 1 to 4:
1 C -0.24
2 C -0.27
3 C -0.16
4 N -0.09

---

C3H17NO6S | wB97M-V/def2-TZVPD

Positions of all 28 atoms, in Å:
C: 0.308 0.928 1.220
C: 1.014 -0.452 1.510
S: 2.676 -0.216 2.251
N: 0.226 1.169 -0.231
C: -0.855 2.028 -0.705
O: -2.128 1.542 -0.595
H: -0.699 0.970 1.648
H: 0.976 1.690 1.627
H: 1.132 -0.909 0.532
H: 0.369 -0.997 2.185
H: 0.443 0.401 -0.849
H: -0.607 2.262 -1.725
H: -0.738 2.957 -0.126
H: -4.397 1.521 1.024
H: -3.094 0.941 0.668
O: -3.853 0.779 1.311
H: 0.211 -3.335 -2.169
H: 0.986 -3.345 -0.856
O: 0.755 -3.916 -1.597
H: -2.343 0.094 -0.775
H: -2.431 -1.355 -0.142
O: -2.450 -0.929 -1.004
H: 3.478 1.418 0.224
H: 2.173 1.826 -0.397
O: 3.129 2.030 -0.446
H: -1.490 -1.692 -2.320
H: -0.027 -1.157 -2.378
O: -0.641 -1.763 -2.809

Atoms 1-3, force components in eV/Å:
C 0.56 -0.92 -0.83
C 0.14 1.85 0.05
S 0.09 -0.26 0.03

For the HOMO-LUMO gap, the calculation gives 6.212 eV. Its total charge is -2. As for the HOMO energy: -0.384 eV.

Löwdin population analysis, charges in e, atoms 1 to 4:
1 C -0.30
2 C -0.72
3 S 0.08
4 N -0.10

---

C3H18O5 | wB97M-V/def2-TZVPD

Positions of all 26 atoms, in Å:
C: 2.786 -0.312 -1.376
C: 1.455 0.054 -0.800
C: 1.036 1.442 -1.092
H: 3.426 0.482 -1.056
H: 2.518 -0.185 -2.482
H: 3.284 -1.174 -1.089
H: 1.712 -0.003 0.290
H: 0.662 -0.600 -0.960
H: 1.828 2.085 -1.558
H: 0.097 1.669 -1.655
H: 0.691 1.887 -0.123
H: -2.829 1.965 -1.091
H: -2.934 0.583 -0.434
O: -2.906 1.490 -0.341
H: -0.047 -3.589 1.405
H: 0.122 -2.239 2.128
O: -0.609 -2.875 1.754
H: 0.731 -0.402 3.294
H: 0.424 0.140 1.800
O: 0.707 -0.619 2.408
H: -3.033 -1.794 -1.779
H: -1.694 -1.524 -1.170
O: -2.239 -1.230 -1.879
H: -1.624 1.557 1.193
H: -2.134 1.437 2.603
O: -1.432 1.757 2.011

Atoms 1-3, force components in eV/Å:
C -1.77 2.23 -3.25
C 1.52 -0.31 3.16
C -1.29 3.01 0.32

For the HOMO-LUMO gap, the calculation gives 11.019 eV. As for the HOMO energy: -10.552 eV.

Löwdin population analysis, charges in e, atoms 1 to 4:
1 C -0.11
2 C -0.36
3 C -0.13
4 H 0.06

---

C3H18O6 | wB97M-V/def2-TZVPD

Positions of all 27 atoms, in Å:
O: -1.458 -1.541 1.867
H: -1.068 -0.823 2.366
H: -2.218 -1.149 1.436
O: 3.649 -2.890 -3.771
H: 3.347 -2.201 -3.179
H: 3.282 -3.696 -3.408
O: 4.532 -3.821 0.649
H: 4.179 -4.252 -0.129
H: 5.388 -4.229 0.782
O: 1.929 -1.227 -0.072
H: 1.084 -1.336 0.363
H: 2.495 -1.884 0.334
O: 1.203 -2.940 4.279
H: 0.464 -2.417 3.968
H: 1.328 -3.605 3.602
C: -2.669 1.835 -0.963
C: -2.565 3.200 -0.321
C: -1.451 4.079 -0.916
O: -3.818 3.853 -0.420
H: -3.198 1.709 -1.908
H: -3.174 1.115 -0.320
H: -1.691 1.435 -1.230
H: -2.332 3.038 0.732
H: -0.468 3.613 -0.982
H: -1.430 4.989 -0.316
H: -1.675 4.344 -1.950
H: -3.666 4.798 -0.496

Atoms 1-3, force components in eV/Å:
O 0.29 -0.26 0.00
H 0.06 0.26 0.14
H -0.24 0.06 -0.15

For the HOMO-LUMO gap, the calculation gives 10.625 eV. As for the HOMO energy: -10.433 eV.

Löwdin population analysis, charges in e, atoms 1 to 4:
1 O -0.05
2 H 0.03
3 H 0.03
4 O -0.05

---

C3H19HfO8 | wB97M-V/def2-TZVPD

Positions of all 31 atoms, in Å:
Hf: -0.420 -1.248 0.637
C: 0.937 -0.590 3.389
O: 0.402 -1.471 2.442
H: 1.077 0.388 2.968
H: 1.875 -0.978 3.521
H: 0.327 -0.486 4.255
C: -3.134 0.025 -0.495
O: -2.002 -0.781 -0.399
H: -3.688 -0.303 -1.355
H: -2.832 0.981 -0.667
H: -3.707 -0.045 0.397
C: 2.167 0.261 -0.577
O: 0.831 -0.128 -0.352
H: 2.083 1.136 -1.243
H: 2.813 -0.465 -1.008
H: 2.549 0.657 0.409
O: -1.083 2.746 -0.358
H: -1.089 3.679 -0.216
H: -0.407 2.634 -0.984
O: -0.263 -2.087 -2.064
H: 0.321 -1.553 -2.602
H: -0.765 -2.769 -2.629
O: -0.717 0.887 1.361
H: -0.409 1.236 2.211
H: -0.964 1.664 0.775
O: 0.495 2.276 -2.780
H: 1.376 1.973 -2.464
H: 0.026 1.453 -2.977
O: 1.191 -2.746 0.303
H: 1.386 -3.175 -0.510
H: 1.624 -3.178 1.022

Atoms 1-3, force components in eV/Å:
Hf 1.37 2.43 -1.16
C -1.19 0.12 -1.15
O -1.69 -0.04 -1.04

For the HOMO-LUMO gap, the calculation gives 9.795 eV. Its total charge is +1. As for the HOMO energy: -13.088 eV.

Löwdin population analysis, charges in e, atoms 1 to 4:
1 Hf 1.75
2 C -0.17
3 O -0.41
4 H 0.06

---

C3H19NO5S | wB97M-V/def2-TZVPD

Positions of all 29 atoms, in Å:
C: 1.779 1.176 -0.407
N: 0.636 1.941 -0.873
C: -0.550 1.567 -0.124
C: -0.637 1.855 1.450
S: -2.228 1.088 1.948
H: 2.615 1.342 -1.176
H: 1.581 0.131 -0.175
H: 2.275 1.314 0.545
H: 0.804 2.979 -0.684
H: -1.335 2.058 -0.732
H: -0.769 0.481 -0.239
H: 0.257 1.601 1.805
H: -0.655 2.940 1.716
H: -1.979 -0.264 1.820
H: -0.908 -2.658 1.449
H: -1.835 -2.516 0.233
O: -1.784 -2.700 1.200
H: -1.061 0.651 -3.206
H: -2.063 0.281 -2.119
O: -1.154 0.208 -2.316
H: 0.739 -1.572 0.087
H: 0.924 -3.214 -0.147
O: 0.644 -2.517 0.463
H: 1.518 -1.098 1.919
H: 0.102 -0.959 2.349
O: 0.822 -0.537 2.031
H: 0.108 -0.818 -1.969
H: 1.381 -1.226 -2.797
O: 0.773 -1.535 -2.051

Atoms 1-3, force components in eV/Å:
C 2.50 0.01 -1.27
N 0.64 1.14 1.90
C -1.22 0.60 0.27

For the HOMO-LUMO gap, the calculation gives 8.791 eV. As for the HOMO energy: -8.531 eV.

Löwdin population analysis, charges in e, atoms 1 to 4:
1 C -0.17
2 N -0.12
3 C -0.36
4 C -0.51

---

C3H21N2O7 | wB97M-V/def2-TZVPD

Positions of all 33 atoms, in Å:
N: 0.546 -0.393 0.430
C: 1.513 -0.172 -0.704
C: 1.268 -1.264 -1.695
C: 1.367 1.274 -1.186
N: 2.160 1.559 -2.260
O: 0.631 2.088 -0.687
H: 0.276 -1.344 0.738
H: -0.403 0.041 0.400
H: 0.900 0.058 1.276
H: 2.499 -0.175 -0.208
H: 0.920 -2.191 -1.172
H: 2.208 -1.580 -2.192
H: 0.866 -1.002 -2.675
H: 2.239 2.503 -2.609
H: 2.889 0.995 -2.670
H: -3.091 -2.026 0.918
H: -2.028 -2.758 1.736
O: -2.325 -2.605 0.834
H: -3.617 1.474 -1.270
H: -2.335 0.868 -0.734
O: -3.148 1.300 -0.446
H: -1.678 1.304 3.179
H: -2.563 0.993 1.831
O: -1.745 0.823 2.350
H: 0.059 -3.431 2.869
H: 0.184 -1.960 2.974
O: 0.056 -2.641 2.296
H: -0.808 1.795 -2.915
H: -2.022 0.697 -2.703
O: -1.507 1.251 -3.283
H: 3.005 1.278 2.532
H: 1.633 2.027 2.672
O: 2.050 1.213 2.373

Atoms 1-3, force components in eV/Å:
N -1.60 0.74 1.45
C -0.63 0.21 1.16
C 1.97 -1.64 -1.40

For the HOMO-LUMO gap, the calculation gives 11.253 eV. Its total charge is +1. As for the HOMO energy: -14.139 eV.

Löwdin population analysis, charges in e, atoms 1 to 4:
1 N 0.20
2 C -0.25
3 C -0.03
4 C -0.51

---

C3H21O10S | wB97M-V/def2-TZVPD

Positions of all 35 atoms, in Å:
O: -1.912 0.243 -0.455
C: -1.545 0.158 0.727
O: -1.105 1.097 1.424
C: -1.698 -1.217 1.421
C: -0.366 -1.946 1.286
S: -0.489 -3.577 2.039
H: -2.502 -1.762 0.941
H: -1.962 -1.057 2.466
H: 0.441 -1.394 1.793
H: -0.053 -2.044 0.241
H: -0.380 -4.338 0.937
H: 2.119 1.095 1.110
H: 1.913 0.165 2.256
O: 2.438 0.209 1.444
H: -0.970 0.926 -3.214
H: -0.238 -0.192 -3.874
O: -0.327 0.787 -3.928
H: 2.169 -0.649 -0.115
H: 2.138 -0.146 -1.618
O: 1.993 -0.936 -1.046
H: -2.592 2.104 -0.563
H: -2.111 2.686 0.724
O: -2.739 2.859 0.015
H: 1.112 1.150 -3.136
H: 2.203 2.239 -2.847
O: 1.948 1.337 -2.637
H: 1.118 1.958 -0.607
H: 0.254 1.986 0.695
O: 1.129 2.267 0.316
H: -0.090 0.804 2.880
H: -0.034 -0.242 4.038
O: 0.466 0.451 3.602
H: 0.688 -1.677 -1.967
H: -0.858 -1.423 -1.949
O: -0.157 -1.922 -2.400

Atoms 1-3, force components in eV/Å:
O -0.16 -1.17 -0.32
C 0.51 2.50 0.94
O -0.19 -1.03 -0.10

For the HOMO-LUMO gap (alpha / beta), the calculation gives 10.739 / 4.503 eV. The expectation value of S² is 0.758. The spin multiplicity is 2. As for the HOMO energy (alpha / beta): -10.787 / -10.223 eV.

Löwdin population analysis, charges in e, atoms 1 to 4:
1 O 0.21
2 C -0.54
3 O 0.00
4 C -0.11

---

C3H22O11 | wB97M-V/def2-TZVPD

Positions of all 36 atoms, in Å:
O: -1.265 -0.676 -1.744
C: -1.508 -0.140 -0.727
O: -0.770 -0.456 0.384
C: -2.578 0.687 -0.253
C: -2.325 2.183 -0.330
O: -3.075 2.772 0.740
H: 2.080 -2.355 1.310
H: -3.094 0.303 0.727
H: -3.623 0.574 -0.702
H: -2.746 2.742 -1.327
H: -1.309 2.508 -0.239
H: -2.640 2.604 1.618
H: 2.981 1.431 0.354
H: 0.994 1.769 1.283
O: 2.771 0.836 1.029
H: -0.701 -1.888 1.514
H: -0.692 -3.402 1.272
O: -0.386 -2.685 1.847
H: 3.368 -2.602 0.338
H: 2.642 -0.070 0.791
O: 2.445 -2.124 0.486
H: 0.901 0.875 2.538
H: -0.384 0.266 0.992
O: 0.371 1.287 1.861
H: 0.685 -1.417 2.898
H: 0.181 -0.662 4.325
O: 0.829 -0.543 3.525
H: 2.064 -3.036 -1.370
H: 1.190 -2.054 -2.404
O: 1.882 -2.804 -2.271
H: 2.423 2.873 -1.499
H: 1.457 1.861 -1.764
O: 1.719 2.458 -1.025
H: -0.467 -1.008 -4.439
H: -0.671 0.051 -3.305
O: -0.294 -0.032 -4.214

Atoms 1-3, force components in eV/Å:
O 0.09 -0.54 -2.25
C 0.97 -1.21 3.83
O 1.15 -0.45 -0.61

For the HOMO-LUMO gap, the calculation gives 10.571 eV. As for the HOMO energy: -10.462 eV.

Löwdin population analysis, charges in e, atoms 1 to 4:
1 O 0.14
2 C -0.52
3 O 0.00
4 C -0.12

---

C3H23N2O9 | wB97M-V/def2-TZVPD

Positions of all 37 atoms, in Å:
N: 0.127 -1.105 1.290
C: -0.876 -0.307 0.618
C: -0.872 1.224 0.962
O: 0.378 1.441 1.559
C: -2.247 -0.915 0.978
N: -3.314 -0.337 0.377
O: -2.323 -1.803 1.807
H: -0.333 -1.602 2.068
H: 0.789 -1.577 0.575
H: 0.862 -0.457 1.645
H: -0.871 -0.285 -0.479
H: -1.165 1.814 0.069
H: -1.667 1.689 1.563
H: 0.953 2.023 1.032
H: -4.146 -0.889 0.260
H: -3.081 0.344 -0.329
H: -1.093 1.199 -2.607
H: -2.791 0.895 -2.688
O: -1.916 0.775 -2.315
H: 0.673 1.650 -4.058
H: 0.493 2.935 -3.185
O: 0.600 1.975 -3.137
H: 0.928 -4.071 -1.144
H: 0.401 -2.569 -1.523
O: 0.777 -3.175 -0.866
H: 3.519 0.091 2.906
H: 2.055 0.798 3.221
O: 2.584 0.207 2.659
H: 2.753 -2.247 -0.225
H: 3.123 -1.492 0.941
O: 2.652 -1.336 0.102
H: 0.803 -0.051 -2.441
H: 1.539 -0.502 -1.095
O: 0.787 -0.640 -1.696
H: 2.195 2.828 -0.831
H: 1.493 4.161 -0.468
O: 1.335 3.231 -0.698

Atoms 1-3, force components in eV/Å:
N 2.20 1.01 -1.20
C -3.49 1.11 -0.58
C -0.25 0.55 -0.16

For the HOMO-LUMO gap (alpha / beta), the calculation gives 2.527 / 10.725 eV. The expectation value of S² is 0.750. The spin multiplicity is 2. As for the HOMO energy (alpha / beta): -2.272 / -10.432 eV.

Löwdin population analysis, charges in e, atoms 1 to 4:
1 N 0.19
2 C -0.23
3 C -0.22
4 O -0.12

---

C3H23NO9 | wB97M-V/def2-TZVPD

Positions of all 36 atoms, in Å:
C: 1.307 3.328 -0.452
C: 0.705 1.991 -0.135
N: -0.405 1.920 0.649
C: -0.889 3.070 1.426
O: 1.165 0.946 -0.575
H: 2.227 3.210 -1.023
H: 0.641 3.924 -1.074
H: 1.629 3.815 0.470
H: -0.506 0.997 1.063
H: -0.876 3.911 0.739
H: -0.206 3.289 2.238
H: -1.904 2.870 1.741
H: -0.651 0.409 -1.333
H: -0.533 0.676 -2.936
O: -1.094 0.526 -2.178
H: -2.025 -2.390 -0.688
H: -1.510 -3.231 -1.971
O: -1.273 -2.826 -1.137
H: -3.540 -1.240 -1.420
H: -2.853 -0.111 -0.657
O: -3.167 -1.020 -0.566
H: 3.716 -0.446 0.597
H: 2.471 -1.102 0.148
O: 3.294 -0.742 -0.215
H: 1.558 -3.038 0.018
H: 0.068 -2.609 0.029
O: 0.838 -2.797 0.609
H: 1.246 -1.743 2.685
H: 0.609 -2.670 1.725
O: 0.417 -2.221 2.566
H: -0.989 -1.236 2.337
H: -2.215 -0.563 1.826
O: -1.343 -0.326 2.174
H: 2.070 -1.270 -2.132
H: 0.687 -1.659 -1.913
O: 1.331 -1.643 -2.638

Atoms 1-3, force components in eV/Å:
C 0.65 -0.02 -0.16
C -0.33 -0.51 0.11
N 0.37 0.71 0.28

For the HOMO-LUMO gap, the calculation gives 9.894 eV. As for the HOMO energy: -9.616 eV.

Löwdin population analysis, charges in e, atoms 1 to 4:
1 C 0.00
2 C -0.54
3 N 0.01
4 C -0.06